{
  "formula": "C5H15O3",
  "method": "ωB97M-V with the def2-TZVPD basis set",
  "lumo_ha": 0.13049,
  "spin_multiplicity": 1,
  "charge": -1,
  "homo_ha": -0.155,
  "largest_force_ev_per_a": 5.67,
  "energy_ha": -425.16910,
  "de_lowest_kcal_mol": 50.2,
  "orbital_gap_ev": 7.8,
  "symbols": ["C", "O", "C", "C", "C", "C", "H", "H", "H", "H", "H", "H", "H", "H", "H", "H", "H", "H", "H", "O", "H", "H", "O"],
  "positions_angstrom": [[-0.513, -0.679, -0.852], [0.172, -1.703, -1.357], [0.139, 0.670, -0.970], [-0.479, 1.727, 0.030], [0.020, 1.617, 1.549], [-1.020, 0.970, 2.362], [-1.513, -0.670, -1.396], [-0.774, -1.004, 0.102], [0.039, 0.931, -2.072], [1.244, 0.596, -0.948], [-1.565, 1.516, -0.029], [-0.468, 2.880, 0.000], [0.620, 2.548, 1.620], [0.889, 0.950, 1.338], [-0.732, 0.037, 2.709], [-2.011, 0.835, 1.939], [-1.277, 1.684, 3.198], [0.970, -1.386, -2.545], [2.621, -1.216, -2.420], [1.887, -1.109, -3.038], [0.990, -2.895, 0.894], [0.271, -2.855, -0.510], [0.490, -3.445, 0.395]],
  "forces_ev_per_angstrom": [[-1.96, -0.31, -1.34], [1.40, -1.59, -1.78], [0.71, 2.27, -1.33], [-0.76, 1.02, 0.46], [2.30, -1.30, -5.02], [-1.53, 2.99, 2.49], [0.26, 0.79, 0.44], [-0.59, 0.33, 2.69], [-0.25, 0.24, 1.22], [-0.40, -0.10, 0.72], [0.36, 0.07, 0.29], [0.42, -1.59, -1.76], [-1.29, -0.05, 1.61], [-0.52, -0.22, 0.89], [0.62, -1.68, 1.04], [0.18, 0.07, -0.86], [0.33, -1.06, -0.04], [1.88, 0.19, 0.44], [-0.67, -0.14, 0.05], [-0.58, 0.00, -0.61], [2.38, 2.64, 2.25], [0.57, -0.19, 1.60], [-2.84, -2.38, -3.45]],
  "lowdin_charge": [-0.441, -0.285, -0.197, -0.209, -0.279, -0.140, 0.120, 0.078, 0.117, 0.101, 0.082, 0.102, 0.099, 0.099, 0.045, 0.068, 0.082, 0.013, -0.012, -0.209, -0.090, 0.027, -0.172]
}